# 1
DFT (the ωB97M-V functional and the def2-TZVPD basis) results for 12 unconnected molecules or ions with the total composition C53H80NO18S3.

CARTESIAN COORDINATES (ANGSTROEM)
C1 18.08386 5.02898 -20.45717
C2 16.99227 4.42916 -21.39794
C3 17.13258 2.93364 -21.23615
C4 16.05946 2.12041 -21.88414
C5 14.70765 2.57538 -21.48417
C6 14.45408 4.12482 -21.74303
N1 15.61551 4.94159 -21.21734
O1 15.53788 6.37875 -21.35119
C7 13.16396 4.42210 -20.93053
C8 14.10169 4.41126 -23.20288
C9 17.63199 4.64825 -22.87419
H1 18.26841 4.52365 -19.50918
H2 17.74430 6.04792 -20.27127
H3 19.08811 5.20280 -20.84367
H4 17.10108 2.72601 -20.16656
H5 18.10108 2.59927 -21.60803
H6 16.40803 1.10535 -21.69372
H7 16.16519 2.12745 -22.96898
H8 14.47433 2.32167 -20.45009
H9 13.98074 1.97200 -22.02789
H10 13.06990 4.01708 -19.92296
H11 12.25117 4.03377 -21.38235
H12 12.92744 5.48473 -20.87598
H13 14.19312 5.45143 -23.51556
H14 13.04824 4.22043 -23.40765
H15 14.57168 3.82499 -23.99250
H16 16.97141 4.25882 -23.64884
H17 18.67209 4.37596 -23.05351
H18 17.57355 5.71732 -23.07858
C10 19.93024 4.77201 -15.86836
C11 20.50708 3.54264 -15.71941
C12 19.76833 2.33148 -16.06230
O2 20.20634 1.14476 -15.74084
C13 18.41704 2.38167 -16.50486
C14 17.73985 3.64133 -16.69351
C15 18.51547 4.97790 -16.34374
O3 17.90808 6.02218 -16.51205
O4 16.61271 3.73440 -17.15550
O5 21.72407 3.60736 -15.25537
H19 20.51880 5.66538 -15.72048
H20 17.79920 1.51031 -16.66425
C16 17.24112 -0.91534 -24.08553
S1 18.83510 0.03516 -24.27843
O6 19.60653 -0.80907 -25.22750
C17 18.14487 1.38077 -25.29064
H21 17.25193 -1.65327 -23.28339
H22 17.04402 -1.48067 -24.99639
H23 16.38023 -0.35473 -23.72127
H24 18.80335 2.18219 -25.62566
H25 17.32960 1.89842 -24.78521
H26 17.78526 0.92494 -26.21314
C18 12.10524 2.73442 -15.24835
S2 11.89612 3.77110 -16.75336
O7 13.09092 4.64158 -17.09100
C19 11.65781 2.33382 -17.96692
H27 12.29007 3.34894 -14.36726
H28 12.88056 1.96901 -15.28183
H29 11.11501 2.30228 -15.10412
H30 11.14612 1.51543 -17.46042
H31 12.64792 2.08522 -18.34897
H32 11.02391 2.63354 -18.80146
C20 22.80458 9.46517 -20.12472
S3 21.82411 8.37019 -18.95694
O8 20.94534 9.29785 -18.06226
C21 20.65287 7.69404 -20.15042
H33 22.45293 10.49666 -20.14675
H34 22.73532 9.32387 -21.20331
H35 23.87901 9.43429 -19.94377
H36 21.17764 7.27369 -21.00833
H37 19.90859 8.46074 -20.36559
H38 20.08683 6.89413 -19.67308
C22 21.80454 0.93189 -21.79299
C23 21.57939 2.25413 -22.13067
C24 21.15229 3.11409 -21.15803
C25 20.99762 2.78257 -19.80117
C26 21.14403 1.38274 -19.52341
C27 21.65927 0.46721 -20.50006
H39 22.14031 0.23007 -22.54206
H40 21.70724 2.69574 -23.10793
H41 21.09707 4.12138 -21.54370
H42 20.82387 3.59245 -19.10813
H43 20.91836 1.07990 -18.51160
H44 21.86816 -0.51503 -20.10263
C28 12.80687 9.61157 -23.49959
C29 12.85321 8.23027 -23.29342
C30 11.66374 7.45974 -23.40533
C31 10.44463 8.01699 -23.88600
C32 10.47164 9.31873 -24.19508
C33 11.60606 10.06393 -24.01984
H45 13.71332 10.17905 -23.34890
H46 13.78432 7.84281 -22.90703
H47 11.76085 6.42694 -23.10484
H48 9.55497 7.41331 -23.98845
H49 9.64752 9.89666 -24.58652
H50 11.54428 11.11640 -24.25413
O9 12.41739 7.30651 -18.50159
C34 11.16821 7.22699 -18.63771
O10 10.24325 7.57034 -17.70809
C35 9.01672 7.96129 -18.21276
C36 9.02951 7.26629 -19.62171
C37 10.46292 7.04308 -19.90702
H51 9.02500 9.05023 -18.26009
H52 8.26790 7.72211 -17.45768
H53 8.62381 8.07572 -20.22860
H54 8.30120 6.45541 -19.63367
H55 10.73156 7.79395 -20.65008
H56 10.77417 6.12263 -20.40098
O11 18.02808 -2.56156 -16.18123
C38 17.88975 -1.99856 -17.25670
O12 16.69165 -1.91039 -17.88270
C39 16.61850 -1.08645 -18.95471
C40 18.08085 -0.76016 -19.21952
C41 18.86437 -1.07255 -18.00251
H57 16.10992 -0.15563 -18.70367
H58 16.09393 -1.36983 -19.86718
H59 18.28091 0.28747 -19.44435
H60 18.30451 -1.11307 -20.22626
H61 19.05351 -0.19642 -17.38225
H62 19.77409 -1.62462 -18.23859
O13 18.08506 6.71293 -27.00063
C42 16.91327 6.85786 -26.71489
O14 16.62388 7.81545 -25.84785
C43 15.30723 7.72189 -25.29947
C44 14.62327 6.66070 -26.20571
C45 15.67891 6.11168 -27.16413
H63 14.76233 8.66364 -25.23395
H64 15.40549 7.44437 -24.24998
H65 13.88472 7.22546 -26.77464
H66 13.98898 5.98841 -25.62795
H67 15.43296 6.30438 -28.20839
H68 15.75809 5.08102 -26.81838
O15 21.78044 11.10330 -23.08840
C46 20.62046 10.60703 -23.09550
O16 20.41169 9.39735 -23.65850
C47 19.16484 8.87009 -23.31374
C48 18.34822 10.03613 -23.15033
C49 19.24884 11.11543 -22.64650
H69 19.12626 8.22167 -22.43844
H70 18.79943 8.17407 -24.06881
H71 17.63739 9.78219 -22.36398
H72 17.69536 10.26242 -23.99334
H73 19.33071 11.33298 -21.58157
H74 19.07935 12.08516 -23.11449
O17 12.41586 -0.34438 -23.60452
C50 12.69177 -1.03805 -22.58825
O18 13.47354 -2.12106 -22.64871
C51 13.62551 -2.49557 -21.27995
C52 13.19347 -1.35561 -20.39037
C53 12.03995 -0.86706 -21.18110
H75 14.65683 -2.79736 -21.09715
H76 13.03006 -3.40531 -21.20304
H77 13.91571 -0.54407 -20.30175
H78 12.89055 -1.79484 -19.43989
H79 11.44527 0.01204 -20.93287
H80 11.25106 -1.61825 -21.21917

Its expectation value of S² is 0.755. Its charge is -2. The total energy is -4670.786960 Ha. As for the spin multiplicity: 2.

# 2
DFT (the ωB97M-V functional and the def2-TZVPD basis) results for 12 unconnected molecules or ions with the total composition C53H81F4N3O8.

CARTESIAN COORDINATES (ANGSTROEM)
F1 3.79949 -5.25054 -3.35995
C1 2.54175 -4.98630 -3.70938
C2 1.81004 -3.94300 -3.14870
C3 0.49326 -3.72298 -3.55100
C4 -0.07159 -4.56647 -4.45669
C5 0.61448 -5.66573 -5.02837
C6 1.92547 -5.86054 -4.60751
H1 2.33463 -3.29380 -2.42227
H2 -0.10444 -2.91515 -3.19899
H3 -1.10585 -4.34669 -4.81387
H4 0.10954 -6.29081 -5.79287
H5 2.56509 -6.61090 -5.08278
F2 0.03499 1.06046 -2.16165
C7 -0.30256 0.83172 -0.92220
C8 0.23972 1.62233 0.09683
C9 -0.27519 1.44435 1.38983
C10 -1.11427 0.42094 1.70809
C11 -1.61865 -0.44091 0.76672
C12 -1.24929 -0.18962 -0.55421
H6 0.91801 2.42456 -0.08890
H7 0.09247 2.13321 2.18834
H8 -1.43865 0.36678 2.75540
H9 -2.22725 -1.27794 1.04423
H10 -1.61275 -0.79158 -1.35646
F3 0.17526 1.13689 4.80768
C13 -0.56261 2.29327 4.85845
C14 0.09141 3.47822 4.70321
C15 -0.67643 4.63744 4.65713
C16 -2.06067 4.53908 4.78491
C17 -2.64995 3.30210 4.87854
C18 -1.91205 2.15643 4.96607
H11 1.17192 3.48455 4.63582
H12 -0.16503 5.56956 4.57718
H13 -2.74114 5.42528 4.68378
H14 -3.73666 3.20806 5.03912
H15 -2.31071 1.19393 5.06363
F4 5.34808 -2.97179 -0.16773
C19 4.00961 -2.85984 0.04787
C20 3.41275 -1.58254 -0.00267
C21 2.01053 -1.50743 0.15389
C22 1.30657 -2.66595 0.27452
C23 1.90433 -3.91718 0.33370
C24 3.29629 -4.00917 0.28418
H16 4.05151 -0.73077 -0.29174
H17 1.60093 -0.52912 0.18164
H18 0.24172 -2.52826 0.47320
H19 1.39901 -4.83819 0.49695
H20 3.83203 -4.91901 0.32257
C25 -3.29914 5.33191 -2.79437
N1 -2.32304 5.45561 -1.68265
C26 -2.45804 6.39923 -0.58278
C27 -1.21747 4.62816 -1.64828
O1 -0.41129 4.57107 -0.72485
H21 -3.46138 6.39514 -3.21480
H22 -4.30051 5.00756 -2.43834
H23 -2.95008 4.67114 -3.62091
H24 -1.72717 5.97803 0.14384
H25 -2.18241 7.41961 -0.80347
H26 -3.46030 6.33865 -0.10155
H27 -1.14401 3.93845 -2.56681
C28 0.99478 -2.96619 4.00142
N2 1.96842 -2.11743 4.63854
C29 1.57469 -1.66109 5.98934
C30 2.98929 -1.56639 4.01209
O2 3.72294 -0.69017 4.45592
H28 0.07679 -2.42635 3.82034
H29 0.90596 -3.73849 4.76156
H30 1.40342 -3.53288 3.13503
H31 1.33483 -2.54717 6.61652
H32 2.40154 -1.07192 6.37981
H33 0.63614 -1.08868 5.94726
H34 3.11516 -2.01095 3.00546
C31 -2.08712 -6.19478 1.04023
N3 -1.77233 -5.41149 -0.13874
C32 -1.76406 -6.10343 -1.38980
C33 -1.85165 -4.07393 -0.05993
O3 -2.18884 -3.47727 0.95590
H35 -1.48229 -7.11802 0.90523
H36 -3.14673 -6.42946 1.08723
H37 -1.79017 -5.68073 1.90879
H38 -2.79977 -6.35509 -1.70046
H39 -1.25466 -5.57273 -2.19820
H40 -1.22330 -7.02513 -1.21138
H41 -1.48502 -3.49918 -0.94249
C34 2.59027 -0.59234 -4.94382
C35 3.90580 -1.32318 -4.89759
C36 4.87254 -0.34289 -5.42720
O4 4.19570 0.45053 -6.44595
C37 2.79827 0.21605 -6.19590
H42 2.53291 0.08770 -4.07240
H43 1.70824 -1.22828 -5.08387
H44 3.80179 -2.20804 -5.56221
H45 4.16580 -1.68089 -3.89194
H46 5.78299 -0.81252 -5.86260
H47 5.20638 0.26581 -4.56645
H48 2.30472 -0.20768 -7.03267
H49 2.18467 1.10622 -6.04741
C38 -5.39712 -1.81628 -0.92435
C39 -5.90100 -2.45985 0.38070
C40 -5.70248 -3.94777 0.21582
O5 -4.98115 -4.11556 -1.02101
C41 -5.34864 -3.03885 -1.87929
H50 -4.43832 -1.28063 -0.90286
H51 -6.08446 -1.10503 -1.36767
H52 -6.90846 -2.25295 0.63815
H53 -5.31726 -2.09993 1.25710
H54 -6.71597 -4.36549 0.22090
H55 -5.08452 -4.39821 1.01746
H56 -6.31662 -3.21038 -2.30813
H57 -4.51265 -2.86910 -2.58720
C42 3.50895 2.17667 1.89518
C43 4.56641 2.05775 2.99803
C44 3.90841 2.85979 4.08826
O6 2.80235 3.61667 3.53850
C45 2.91102 3.47579 2.15359
H58 2.75048 1.34465 2.03691
H59 3.91738 2.09231 0.91473
H60 5.42239 2.60377 2.67137
H61 4.88030 1.04409 3.31015
H62 4.55229 3.57737 4.57249
H63 3.56393 2.20616 4.90238
H64 3.49847 4.34366 1.77640
H65 1.83293 3.58257 1.74758
C46 -5.86177 2.70589 1.66430
C47 -4.44641 2.12915 1.31094
C48 -3.97729 3.01214 0.14600
O7 -4.73866 4.26198 0.29820
C49 -6.07170 3.79141 0.56995
H66 -5.74828 3.18337 2.59989
H67 -6.69671 2.02330 1.76280
H68 -4.35756 1.08973 1.03292
H69 -3.78591 2.33416 2.13031
H70 -4.19071 2.52798 -0.77688
H71 -2.90668 3.24457 0.11743
H72 -6.47384 3.32422 -0.34328
H73 -6.63412 4.71528 0.79927
C50 2.99029 3.32272 -1.67652
C51 4.30646 3.94132 -2.04367
C52 5.30120 2.91187 -1.38833
O8 4.66752 1.59993 -1.61986
C53 3.24950 1.82379 -1.54832
H74 2.15628 3.57938 -2.31685
H75 2.74946 3.67408 -0.63057
H76 4.45649 4.97011 -1.60151
H77 4.39571 4.04150 -3.10083
H78 5.47049 3.15068 -0.28548
H79 6.19383 2.90128 -1.94632
H80 2.99175 1.42339 -0.56519
H81 2.76567 1.27253 -2.34382

The total energy is -3233.603811 Ha. The SMILES is Fc1ccccc1.Fc1ccccc1.Fc1ccccc1.Fc1ccccc1.CN(C)C=O.CN(C)C=O.CN(C)C=O.C1CCOC1.C1CCOC1.C1CCOC1.C1CCOC1.C1CCOC1.

no.,largest force on an atom (eV/A),Kohn-Sham gap (Eh),highest occupied orbital energy (eV)
1,6.195,0.1134,-0.360
2,4.153,0.3461,-8.982